(1)
24
Properties=species:S:1:pos:R:3:lowdin_charge:R:1 method="wB97M-V/def2-TZVPD" de_lowest_ev=1.8114 total_charge=0 gap_ev=9.74 smiles="CC(=O)/N=C(/C)O.O=C1C=CC(O)=N1" homo_energy_ev=-10.12
C 1.81370 1.36964 -2.16846 0.051
C 0.37387 1.43083 -1.53327 -0.476
O 0.17942 2.17056 -0.58041 0.023
N -0.51029 0.65395 -2.14774 0.196
C -1.01153 -0.49195 -1.93972 -0.436
C -1.75616 -1.33445 -2.94130 0.018
O -0.82012 -1.21871 -0.87827 0.068
H 2.43330 0.99963 -1.30942 0.112
H 1.77838 0.70920 -2.90199 0.022
H 2.06816 2.32392 -2.36540 0.041
H -2.59956 -0.86971 -3.44505 0.095
H -1.22173 -1.64190 -3.78704 0.064
H -1.78063 -2.25648 -2.41802 0.075
H -0.17406 -0.79684 -0.12976 0.138
O 0.02597 -2.61246 2.14792 0.136
C 0.05576 -1.47242 2.45371 -0.440
C 0.05762 -1.00709 3.91991 0.068
C 0.14754 0.31963 3.80800 0.053
C 0.25777 0.67190 2.33122 -0.408
O 0.17438 1.91028 2.04605 0.116
N 0.19110 -0.35185 1.54907 0.148
H 0.08545 -1.68551 4.74201 0.110
H 0.18846 0.95405 4.55155 0.059
H 0.04316 2.22577 0.99643 0.165



(2)
111
Properties=species:S:1:pos:R:3:lowdin_charge:R:1 method="wB97M-V/def2-TZVPD" total_charge=+3 gap_ev=6.17 homo_energy_ev=-16.01
Ta -0.11711 -0.24830 0.06009 1.601
C 3.15851 2.45192 0.79871 -0.093
C 3.63382 1.11132 0.22945 -0.501
C 4.98391 1.32608 -0.46242 -0.081
P 2.37138 0.35906 -0.91920 1.065
C 3.32900 -0.63445 -2.12106 -0.528
C 3.96444 -1.83644 -1.41876 -0.082
C 2.49175 -1.07184 -3.31081 -0.100
C 1.61505 1.71560 -1.85158 -0.298
C 2.08884 2.20119 -3.06710 -0.019
C 1.39166 3.17587 -3.77328 -0.222
C 1.91921 3.73798 -5.05639 -0.014
C 0.17616 3.62547 -3.23999 0.021
C -0.30584 3.16068 -2.03122 -0.027
C 0.42751 2.22017 -1.30959 -0.310
N 0.02867 1.71977 -0.01720 -0.192
C -0.33986 2.64064 1.00499 -0.305
C -0.14681 4.01441 0.88294 0.004
C -0.52317 4.86672 1.90875 0.025
C -1.09575 4.40594 3.09230 -0.231
C -1.48719 5.34349 4.19434 -0.014
C -1.24857 3.03250 3.22359 -0.034
C -0.87269 2.14754 2.21083 -0.293
P -0.94585 0.36875 2.48276 1.078
C 0.48085 -0.08754 3.54734 -0.510
C 1.64048 -0.23506 2.56461 -0.146
C 0.82465 0.90116 4.66173 -0.060
C -2.56794 -0.15221 3.19105 -0.497
C -3.71721 0.74696 2.72778 -0.075
C -2.53204 -0.26643 4.71903 -0.069
H 3.84418 2.76783 1.58492 0.106
H 2.15671 2.42976 1.21881 0.036
H 3.17280 3.21899 0.02332 0.097
H 3.77013 0.39352 1.04383 0.096
H 4.89524 2.01594 -1.30361 0.094
H 5.45070 0.40629 -0.80370 0.073
H 5.66156 1.78680 0.25697 0.104
H 4.12217 0.04005 -2.45482 0.105
H 3.20035 -2.57051 -1.16920 0.041
H 4.49833 -1.57460 -0.50491 0.078
H 4.67960 -2.31213 -2.08958 0.108
H 1.61932 -1.61500 -2.96187 0.013
H 3.07739 -1.74681 -3.93696 0.112
H 2.15293 -0.24549 -3.93122 0.075
H 3.01639 1.82131 -3.47663 0.122
H 2.71403 3.12049 -5.46943 0.090
H 2.32351 4.73825 -4.88893 0.106
H 1.12667 3.83015 -5.79809 0.098
H -0.39726 4.36600 -3.78343 0.138
H -1.22638 3.56532 -1.63309 0.122
H 0.30559 4.43573 -0.00305 0.122
H -0.36418 5.93037 1.78086 0.137
H -1.63965 6.35235 3.81677 0.094
H -0.70349 5.38855 4.95271 0.102
H -2.40420 5.01964 4.68457 0.093
H -1.66348 2.64088 4.14474 0.117
H 0.23664 -1.05540 3.98719 0.098
H 1.86018 0.72220 2.08940 0.041
H 1.44917 -1.01256 1.78339 0.015
H 2.55592 -0.58319 3.04776 0.126
H 1.12062 1.86959 4.25939 0.087
H 1.65762 0.50685 5.24453 0.105
H -0.00783 1.04864 5.34695 0.080
H -2.72948 -1.14819 2.77568 0.066
H -3.70188 1.70791 3.23815 0.086
H -4.66415 0.26331 2.96672 0.105
H -3.69726 0.93805 1.65673 0.051
H -2.42419 0.70833 5.19399 0.081
H -1.74002 -0.92187 5.07896 0.082
H -3.47900 -0.68639 5.05804 0.105
C -2.85352 1.32145 -0.80823 -0.041
O -2.08951 0.12838 -0.46096 -0.479
Si -2.57933 -1.51315 -0.92352 0.393
C -3.50905 -1.18033 -2.49271 -0.131
C -3.72539 -2.26316 0.31814 -0.118
C -0.75954 -2.06035 -0.82952 -0.540
Si -0.72044 -3.00292 -2.60044 0.458
C -2.21484 -4.12438 -2.82904 -0.170
C -0.74037 -1.65444 -3.91693 -0.170
C 0.74296 -4.13314 -2.82098 -0.160
Si -0.25758 -3.49538 0.45085 0.416
C -0.56501 -3.07032 2.25794 -0.172
C -1.28576 -5.01250 0.12296 -0.140
C 1.56809 -3.85520 0.44525 -0.160
H -3.90997 1.06872 -0.77887 0.108
H -2.56763 1.63613 -1.80747 0.096
H -2.63292 2.09432 -0.07842 0.088
H -4.51614 -0.87684 -2.18839 0.072
H -3.63467 -2.06142 -3.11470 0.041
H -3.08599 -0.38966 -3.10887 0.051
H -4.44717 -1.52169 0.67166 0.057
H -3.24697 -2.73190 1.17413 0.023
H -4.31237 -3.03063 -0.19410 0.066
H -3.08007 -3.97032 -2.18577 0.022
H -1.91795 -5.16482 -2.70674 0.049
H -2.56089 -4.01635 -3.86004 0.063
H -1.67217 -1.69255 -4.48011 0.043
H 0.06182 -1.83784 -4.63294 0.050
H -0.61273 -0.63597 -3.54325 0.029
H 0.71628 -5.00178 -2.16599 0.035
H 1.72751 -3.67683 -2.77258 0.019
H 0.61407 -4.51748 -3.83967 0.071
H -1.54808 -2.68776 2.52353 0.013
H 0.20872 -2.43346 2.68297 -0.002
H -0.45840 -4.02775 2.77789 0.069
H -2.34561 -4.82600 -0.03554 0.039
H -1.19437 -5.62935 1.02093 0.063
H -0.91159 -5.60613 -0.70740 0.038
H 2.15951 -2.99122 0.76525 0.021
H 1.98672 -4.23156 -0.48258 0.023
H 1.71920 -4.62637 1.20677 0.067



(3)
171
Properties=species:S:1:pos:R:3:lowdin_charge:R:1 method="wB97M-V/def2-TZVPD" de_lowest_ev=0.0000 total_charge=+1 gap_ev=8.57 homo_energy_ev=-10.92
C -3.16625 1.93762 3.43366 -0.053
C -3.36737 3.18818 2.59024 -0.226
O -3.92009 2.99072 1.30105 -0.119
C -5.24114 2.61141 1.10297 -0.483
P -6.36207 3.79972 2.12241 1.078
C -6.34612 3.04933 3.80005 -0.243
C -8.14386 3.54445 1.75850 -0.400
C -8.75506 2.15964 2.01924 -0.122
O -5.42278 1.24875 1.59874 -0.045
C -5.19807 0.17512 0.81280 -0.722
Cl -4.48375 -1.07071 1.85353 0.955
O -6.44816 -0.28230 0.26451 -0.001
C -7.18159 -1.01943 1.05627 -0.378
N -8.05174 -1.53365 1.62724 0.244
C -4.28948 0.37188 -0.43181 -0.296
C -4.19273 -0.92719 -1.22795 -0.034
C -5.41699 -1.41901 -2.03669 -0.341
C -6.07066 -2.66797 -1.43877 0.003
F -4.96594 -1.75308 -3.29516 0.009
O -3.03984 0.86757 -0.00327 0.073
C -2.08231 0.02077 0.24013 -0.324
N -1.19171 -0.69419 0.44160 0.248
N -4.89215 1.52492 -1.23736 0.208
C -4.26701 1.96620 -2.56286 -0.320
F -3.98142 3.25676 -2.45315 0.182
F -5.27024 1.83424 -3.45480 0.175
C -3.01187 1.27080 -3.24458 -0.535
F -3.41276 0.19604 -3.89401 0.206
F -2.55675 2.17410 -4.10042 0.223
F -2.06309 0.96824 -2.36666 0.199
C -5.33891 2.76187 -0.42894 -0.113
C -6.56022 3.35906 -1.13054 -0.136
C -7.74623 2.44437 -1.46927 -0.151
C -9.00143 3.19408 -1.96996 -0.345
C -8.64726 4.56973 -2.54661 -0.056
C -9.77955 2.40038 -3.05854 -0.154
C -11.32008 2.34122 -2.87292 -0.166
C -11.97871 0.98387 -2.83255 -0.084
C -11.69352 -0.06730 -2.06760 -0.331
C -12.59231 -1.29200 -2.11044 -0.053
C -10.53686 -0.12595 -1.11804 -0.051
H -4.08872 1.41369 3.65079 0.053
H -2.64428 2.22774 4.33677 0.080
H -2.53868 1.24154 2.87899 0.068
H -2.37818 3.59970 2.41792 0.131
H -3.85789 3.96508 3.17237 0.098
H -5.46517 3.33267 4.35872 0.023
H -6.49732 1.97539 3.78523 0.050
H -7.20177 3.49873 4.29627 0.055
H -8.44738 3.95022 0.80177 0.048
H -8.59315 4.21651 2.49009 0.079
H -8.13118 1.38103 1.59388 0.031
H -8.81149 1.96341 3.08225 0.073
H -9.74116 2.08125 1.57956 0.071
H -3.92111 -1.72865 -0.55318 0.114
H -3.35436 -0.89523 -1.91037 0.125
H -6.20107 -0.66899 -2.16942 0.131
H -5.57209 -3.52466 -1.88226 0.103
H -7.11565 -2.73518 -1.71398 0.095
H -5.93583 -2.74786 -0.36762 0.067
H -5.79494 1.09757 -1.51297 0.143
H -4.59180 3.53189 -0.55301 0.158
H -6.19188 3.71026 -2.08923 0.107
H -6.82823 4.27325 -0.61716 0.108
H -7.43552 1.83671 -2.32781 0.102
H -7.99855 1.74145 -0.68399 0.094
H -9.67059 3.35013 -1.12702 0.118
H -7.81324 4.48268 -3.23973 0.087
H -8.39953 5.28474 -1.76856 0.081
H -9.48760 4.94666 -3.11740 0.090
H -9.39386 1.39482 -3.17982 0.096
H -9.61173 2.93282 -3.98873 0.105
H -11.62322 2.92495 -2.00461 0.113
H -11.75745 2.84778 -3.72685 0.103
H -12.82829 0.87639 -3.49182 0.107
H -12.48180 -1.85432 -1.19064 0.068
H -12.30639 -1.93784 -2.93652 0.082
H -13.62344 -0.98641 -2.22257 0.077
H -10.61293 -0.96910 -0.44894 0.069
H -10.49296 0.79288 -0.53858 0.071
H -9.59187 -0.19816 -1.65653 0.067
C -3.94751 7.27286 8.57395 -0.060
C -5.11468 6.57346 7.91427 -0.205
O -4.68310 5.48037 7.07961 0.030
C -4.36348 4.36532 7.72845 -0.615
O -4.43626 4.17359 8.91063 0.139
O -3.95865 3.46685 6.82206 -0.021
C -3.53944 2.21495 7.37300 -0.036
H -3.22210 7.59103 7.82468 0.083
H -4.29713 8.14970 9.11749 0.083
H -3.44209 6.61204 9.27630 0.077
H -5.63509 7.24864 7.23853 0.122
H -5.83193 6.20889 8.64811 0.124
H -4.29911 1.78462 8.02073 0.099
H -2.60672 2.32482 7.92285 0.103
H -3.38029 1.55938 6.52123 0.076
C 4.49654 2.14415 3.00804 -0.058
C 4.81615 2.51650 1.57775 -0.192
O 4.34520 1.52229 0.64870 0.038
C 3.04815 1.55613 0.37881 -0.601
O 2.24143 2.33697 0.81684 0.113
O 2.76783 0.56230 -0.46717 -0.005
C 1.37653 0.46365 -0.78092 -0.052
H 4.88519 1.15189 3.23808 0.085
H 4.94666 2.86406 3.69139 0.087
H 3.41990 2.13324 3.17584 0.064
H 5.89140 2.55496 1.42182 0.127
H 4.40084 3.48720 1.31040 0.115
H 0.99576 1.42122 -1.13517 0.094
H 0.81302 0.13414 0.08392 0.048
H 1.28879 -0.27619 -1.57268 0.097
C 4.07748 -2.77792 -0.72492 -0.054
C 4.99757 -1.58918 -0.90674 -0.211
O 6.37886 -1.97113 -0.79505 0.044
C 6.89347 -2.56265 -1.87015 -0.616
O 6.32078 -2.77058 -2.90878 0.120
O 8.16092 -2.87147 -1.60621 0.008
C 8.83674 -3.55822 -2.66333 -0.036
H 4.29329 -3.28354 0.21709 0.084
H 3.03803 -2.44790 -0.71644 0.068
H 4.20470 -3.49979 -1.53064 0.076
H 4.83850 -0.86371 -0.11810 0.099
H 4.82588 -1.09203 -1.86011 0.126
H 8.75621 -3.00990 -3.59883 0.095
H 8.42991 -4.56112 -2.77964 0.098
H 9.88059 -3.62612 -2.37391 0.095
C 9.45220 -7.28070 -6.37673 -0.065
C 10.70059 -6.45008 -6.16678 -0.213
O 11.27546 -6.68383 -4.87266 0.031
C 11.97437 -7.81342 -4.75805 -0.616
O 12.17563 -8.61302 -5.63380 0.124
O 12.41805 -7.89735 -3.50677 0.007
C 13.15356 -9.09212 -3.21874 -0.029
H 8.74226 -7.10871 -5.56683 0.079
H 8.97817 -7.01556 -7.32157 0.080
H 9.69080 -8.34276 -6.39660 0.075
H 10.45091 -5.39095 -6.18469 0.119
H 11.43637 -6.63549 -6.94800 0.123
H 13.96097 -9.23558 -3.93235 0.090
H 12.48870 -9.95403 -3.22863 0.099
H 13.56855 -8.96144 -2.22456 0.094
C 1.74721 4.93111 2.91858 -0.059
C 1.76438 4.71178 4.41517 -0.210
O 2.53525 5.70976 5.09910 0.041
C 1.92131 6.87921 5.27137 -0.615
O 0.79334 7.14247 4.94258 0.118
O 2.76525 7.70100 5.88802 0.010
C 2.25946 9.02190 6.10577 -0.033
H 2.76446 4.99654 2.53212 0.076
H 1.24282 4.10590 2.41806 0.065
H 1.23301 5.85857 2.66847 0.077
H 2.25133 3.76914 4.65742 0.112
H 0.75578 4.68450 4.82768 0.119
H 1.29981 8.99027 6.61549 0.094
H 2.15930 9.54856 5.15859 0.099
H 2.99291 9.52315 6.72901 0.095
C 19.72235 -9.87751 -2.27259 -0.065
C 19.48373 -8.86204 -3.36853 -0.211
O 19.32201 -9.48647 -4.65192 0.040
C 18.12739 -10.02528 -4.87751 -0.617
O 17.18577 -10.00927 -4.12730 0.115
O 18.14636 -10.58423 -6.08533 0.008
C 16.93305 -11.24826 -6.45109 -0.034
H 20.56688 -10.51842 -2.52705 0.082
H 19.93812 -9.37019 -1.33258 0.080
H 18.84777 -10.51029 -2.13005 0.074
H 20.34874 -8.21245 -3.48345 0.122
H 18.61751 -8.23722 -3.15450 0.122
H 16.07795 -10.58600 -6.33925 0.093
H 16.79311 -12.14052 -5.84345 0.098
H 17.04881 -11.52829 -7.49328 0.093



(4)
72
Properties=species:S:1:pos:R:3:mulliken_spin:R:1 method="wB97M-V/def2-TZVPD" total_charge=+2 gap_ev="6.58 / 6.59" s_squared=0.764 multiplicity=2 homo_energy_ev="-14.31 / -14.38"
Fe -0.27882 -0.12807 0.22941 0.895
C -2.67952 -1.41132 -3.13295 0.000
C -2.97141 -2.14914 -1.85354 -0.014
C -4.23040 -2.71745 -1.67461 0.002
C -4.56528 -3.37261 -0.50500 0.000
C -3.65423 -3.44128 0.53995 0.004
C -2.39680 -2.87594 0.41651 -0.032
C -1.42672 -2.91028 1.56197 0.025
C -2.05556 -2.27366 -0.80125 0.005
N -0.75169 -1.67827 -0.92006 0.004
C 0.06408 -1.96266 -1.86808 0.005
C -0.04417 -3.11117 -2.80278 -0.001
C 1.21365 -1.00318 -1.96951 -0.002
C 2.18945 -1.13072 -3.08180 0.001
N 1.20354 -0.07451 -1.08207 -0.007
C 2.27267 0.88100 -0.94747 0.000
C 1.96435 2.22839 -1.17036 -0.017
C 0.59163 2.66426 -1.60856 0.004
C 2.97382 3.16249 -0.99593 0.002
C 4.24069 2.77195 -0.58722 -0.003
C 4.51674 1.43569 -0.36138 0.002
C 3.54516 0.45453 -0.54415 -0.010
C 3.92423 -0.98731 -0.32663 0.000
H -3.59154 -0.95372 -3.51108 0.000
H -2.32089 -2.08589 -3.91264 0.000
H -1.94152 -0.61724 -3.00430 0.000
H -4.95673 -2.63559 -2.47348 0.000
H -5.54556 -3.81668 -0.39717 0.000
H -3.92627 -3.93429 1.46431 0.000
H -1.84469 -3.46029 2.40269 0.000
H -1.21445 -1.89985 1.93477 0.003
H -0.47724 -3.37545 1.28958 0.000
H -0.88676 -3.74863 -2.54928 -0.001
H 0.87764 -3.69591 -2.75099 0.001
H -0.14711 -2.77227 -3.83493 0.000
H 1.64412 -1.16875 -4.02761 0.000
H 2.74623 -2.06646 -3.00201 0.000
H 2.88595 -0.29796 -3.10261 0.000
H 0.12451 1.94726 -2.28497 0.000
H 0.64746 3.61913 -2.12757 0.000
H -0.06906 2.80827 -0.74876 0.002
H 2.76487 4.20744 -1.18726 0.000
H 5.01602 3.51349 -0.44869 0.000
H 5.50852 1.13601 -0.04680 0.000
H 4.67899 -1.06163 0.45439 0.000
H 4.36856 -1.41265 -1.22853 0.000
H 3.08338 -1.61936 -0.04052 0.000
C 1.42708 -1.00212 2.17313 0.001
Si 0.91234 0.69340 2.82722 -0.001
C 2.23253 1.97916 2.69246 0.005
C 0.11093 0.57233 4.48980 0.002
N -0.30555 1.02195 1.54240 0.090
C -1.30417 1.99600 1.51848 0.010
C -1.48723 3.02701 2.44014 0.019
C -2.51755 3.93477 2.24407 -0.009
C -3.37043 3.83490 1.15111 0.021
C -3.21363 2.81536 0.21310 -0.008
C -2.18696 1.95257 0.45401 0.012
F -1.91561 0.87599 -0.41238 -0.007
H 2.51212 -1.11400 2.21843 0.000
H 1.18992 -1.23011 1.11134 -0.005
H 0.97348 -1.80063 2.75872 0.002
H 3.03853 1.76911 3.40004 0.000
H 1.83853 2.96837 2.93338 0.000
H 2.66085 2.01445 1.68895 -0.002
H 0.68491 -0.11210 5.12001 0.000
H -0.90537 0.17824 4.42006 0.000
H 0.07445 1.53198 5.00602 0.000
H -0.82904 3.11852 3.29420 0.002
H -2.65902 4.73544 2.95665 0.000
H -4.16865 4.55231 1.02239 0.001
H -3.86229 2.70737 -0.64475 0.000



(5)
16
Properties=species:S:1:pos:R:3:lowdin_charge:R:1 method="wB97M-V/def2-TZVPD" de_lowest_ev=0.9698 total_charge=-2 gap_ev=5.86 homo_energy_ev=0.10
C 0.71534 0.07116 0.16819 -0.349
C 2.17369 -0.05354 -0.54776 -0.858
S 3.42764 0.41942 0.60604 0.010
N -0.21671 -0.63416 -0.72337 -0.096
C -1.56114 -0.66468 0.00442 -0.375
O -2.20953 0.56754 0.04624 -0.132
H 0.78320 -0.46197 1.16114 0.080
H 0.36940 1.08612 0.33332 0.088
H 2.01216 0.53456 -1.48814 0.036
H 2.20474 -1.10326 -0.94691 0.027
H -0.01493 -1.59111 -0.78677 0.044
H -1.47091 -1.20393 1.00356 0.106
H -2.04156 -1.48269 -0.60522 0.101
H -3.19675 0.37953 -0.17890 -0.031
H -4.94193 0.04120 -0.97590 -0.128
O -4.66497 0.10900 -0.03352 -0.524



(6)
31
Properties=species:S:1:pos:R:3:lowdin_charge:R:1 method="wB97M-V/def2-TZVPD" total_charge=+2 gap_ev=4.10 homo_energy_ev=-16.00
C 4.08060 -1.14180 0.24185 -0.068
C 2.81932 -1.04254 -0.58098 -0.453
N 2.06143 -2.04158 -0.64156 0.250
C 2.49490 0.30167 -1.28448 -0.221
C 1.23688 0.87889 -0.74618 -0.158
C 0.15420 1.10607 -1.48019 0.139
C -1.05187 1.68734 -0.76786 -0.325
O -1.78104 2.47806 -1.30144 0.212
C -1.19276 1.19530 0.64488 -0.154
S -2.81651 0.87559 1.33803 0.773
O -3.75695 1.83469 0.88688 -0.196
O -2.64956 0.72136 2.74405 -0.225
C -3.15378 -0.80157 0.63413 -0.464
F -2.55307 -1.72878 1.35250 0.169
F -2.57624 -0.79401 -0.59501 0.106
C -4.65574 -1.14929 0.44673 -0.591
F -5.20068 -1.40772 1.62100 0.217
F -4.67171 -2.26507 -0.29328 0.189
F -5.30122 -0.19853 -0.19475 0.212
C -0.10293 0.97332 1.36485 0.090
C 1.20629 1.23002 0.71042 -0.303
O 2.19238 1.66500 1.25755 0.158
H 4.18773 -0.30940 0.93793 0.107
H 4.97757 -1.22241 -0.42977 -0.013
H 4.10658 -2.05509 0.82629 0.132
H 1.21636 -1.87367 -1.19513 0.106
H 3.33849 1.04983 -1.15138 -0.031
H 2.32453 0.07460 -2.34033 0.136
H 0.07132 0.88849 -2.53282 0.151
H -0.14599 0.62059 2.38244 0.150
Pb 5.14147 0.45066 -1.85435 1.903